9
Properties=species:S:1:pos:R:3 method="wB97M-V/def2-TZVPD" smiles="O=C(F)NNS" orbital_gap_ev=10.188 e_above_lowest_kj_mol=53.4
C 1.05 0.78 0.44
N 0.44 0.00 -0.54
N -0.96 0.11 -0.58
O 0.78 1.76 1.04
F 2.34 0.20 0.62
S -1.74 -1.15 0.49
H 1.06 -0.66 -0.88
H -1.17 1.11 -0.18
H -1.79 -2.16 -0.41

=====

7
Properties=species:S:1:pos:R:3 method="wB97M-V/def2-TZVPD" orbital_gap_ev=12.460 e_above_lowest_kj_mol=436.7
C 0.29 -0.06 -0.61
O -0.06 -0.70 1.57
O 0.61 0.09 0.59
F -0.97 0.96 -1.12
H 1.02 0.54 -1.16
H -0.13 -0.79 -1.15
H -0.76 -0.04 1.89

=====

8
Properties=species:S:1:pos:R:3 method="wB97M-V/def2-TZVPD" charge=-1 orbital_gap_ev=8.604 e_above_lowest_kj_mol=305.7
C -0.05 0.42 0.17
O 0.48 -1.30 -2.13
O -1.22 -2.03 -0.29
F 1.46 1.57 2.16
P -0.32 -1.03 -0.91
H 0.08 1.22 -0.56
H -1.19 0.46 0.48
H 0.76 0.70 1.08

=====

8
Properties=species:S:1:pos:R:3 method="wB97M-V/def2-TZVPD" orbital_gap_ev="9.952 / 9.951" e_above_lowest_kj_mol=181.0
C 0.08 0.08 0.00
O 2.34 0.96 1.18
O 2.36 0.75 -1.30
F 2.27 -1.90 0.13
S 1.88 0.36 -0.02
H -0.31 0.41 0.96
H -0.37 0.61 -0.83
H -0.07 -0.99 -0.11

=====

8
Properties=species:S:1:pos:R:3 method="wB97M-V/def2-TZVPD" orbital_gap_ev="10.506 / 9.748" multiplicity=3 e_above_lowest_kj_mol=0.0
C -0.42 -1.31 -0.45
O 0.53 2.47 0.82
O 0.07 -0.21 -1.14
F 0.33 -1.39 0.70
S 1.12 2.96 2.03
H -1.45 -1.05 -0.13
H -0.14 -2.15 -1.15
H -0.04 0.69 -0.68

=====

7
Properties=species:S:1:pos:R:3 method="wB97M-V/def2-TZVPD" orbital_gap_ev=9.487 e_above_lowest_kj_mol=140.1
C 0.38 -0.53 -1.26
O 0.31 0.63 1.05
F -0.02 2.40 3.29
S 1.19 0.26 -0.06
H 0.96 -0.59 -2.09
H -0.03 1.59 2.67
H -0.62 -1.15 -1.23

=====

7
Properties=species:S:1:pos:R:3 method="wB97M-V/def2-TZVPD" orbital_gap_ev="7.438 / 7.453" e_above_lowest_kj_mol=404.9
C -0.18 -0.24 -0.21
O -1.50 -0.25 -0.86
F -3.86 0.42 1.50
S -2.49 0.90 -0.60
H 0.44 -1.15 -0.43
H -0.35 -0.05 0.85
H 0.31 0.64 -0.68

=====

7
Properties=species:S:1:pos:R:3 method="wB97M-V/def2-TZVPD" orbital_gap_ev="7.220 / 7.219"
F -0.01 0.88 0.01
O 2.99 -0.38 0.21
Zn 1.82 0.86 0.06
C -1.02 -0.19 -0.04
H -1.93 0.26 -0.45
H -0.64 -0.92 -0.76
H -1.21 -0.51 0.98

=====

7
Properties=species:S:1:pos:R:3 method="wB97M-V/def2-TZVPD" smiles="[H]/P=C(/F)P" orbital_gap_ev=9.893 e_above_lowest_kj_mol=137.5
C 0.72 0.23 0.00
F 0.93 1.54 -0.02
P 1.96 -0.89 -0.02
P -1.41 -0.21 0.24
H 1.10 -1.99 0.07
H -1.64 1.06 0.78
H -1.66 0.26 -1.06

=====

6
Properties=species:S:1:pos:R:3 method="wB97M-V/def2-TZVPD" orbital_gap_ev=10.053 e_above_lowest_kj_mol=165.8
C 0.39 0.10 0.45
F 1.27 0.99 -0.03
S -1.31 0.54 0.22
H 0.71 -1.24 -0.44
H 0.61 -0.16 1.47
H -1.19 0.85 -1.07

=====

7
Properties=species:S:1:pos:R:3 method="wB97M-V/def2-TZVPD" smiles="C=S.FS" orbital_gap_ev=8.592 e_above_lowest_kj_mol=182.3
C -1.48 1.49 0.38
F 2.57 -2.62 -1.30
S -1.60 -0.01 0.76
S 1.87 -1.27 -0.58
H -2.31 2.28 0.47
H -0.62 2.02 -0.24
H 1.58 -1.89 0.51

=====

8
Properties=species:S:1:pos:R:3 method="wB97M-V/def2-TZVPD" charge=+1 orbital_gap_ev=7.441 e_above_lowest_kj_mol=67.4
C -0.33 -0.14 0.04
N -0.92 0.04 1.00
N 0.59 0.04 -0.81
I 2.76 0.26 -3.86
I 5.25 -0.49 -3.43
H -1.79 -0.04 1.47
H 0.49 1.08 -1.08
H 1.18 -0.46 -1.43

=====

8
Properties=species:S:1:pos:R:3 method="wB97M-V/def2-TZVPD" charge=+1 orbital_gap_ev="6.290 / 7.752" e_above_lowest_kj_mol=489.1
C -0.26 -0.60 0.74
N -2.75 0.38 -0.19
N 0.98 -0.27 0.49
I -1.00 -2.06 1.95
I -3.69 -1.16 0.34
H -2.28 0.33 -1.15
H 1.26 0.60 -0.01
H 1.82 -0.52 0.87

=====

7
Properties=species:S:1:pos:R:3 method="wB97M-V/def2-TZVPD" orbital_gap_ev=8.624 e_above_lowest_kj_mol=236.7
C 0.06 0.18 0.73
P -0.12 -1.27 -0.57
I -1.79 1.12 1.35
I 1.34 1.69 -0.20
H 0.56 -0.03 1.66
H 1.01 -1.03 -1.59
H -1.07 -0.67 -1.38

=====

9
Properties=species:S:1:pos:R:3 method="wB97M-V/def2-TZVPD" orbital_gap_ev="5.517 / 5.481" e_above_lowest_kj_mol=253.6
C 1.09 0.15 -1.57
P -0.95 -0.28 1.44
S -0.24 1.51 1.38
S 0.65 -1.49 -0.96
I -0.51 -1.12 3.62
I -3.49 -0.26 1.31
H 2.22 0.33 -1.70
H 0.78 0.92 -0.92
H 0.45 0.25 -2.60

=====

7
Properties=species:S:1:pos:R:3 method="wB97M-V/def2-TZVPD" smiles=IN1CN1 orbital_gap_ev=9.453 e_above_lowest_kj_mol=154.6
C 0.03 -0.58 -0.26
N 0.89 0.47 -0.28
N -0.44 0.36 0.76
I -1.88 1.63 0.22
H -0.49 -0.71 -1.17
H 0.31 -1.58 0.30
H 1.58 0.40 0.43

=====

8
Properties=species:S:1:pos:R:3 method="wB97M-V/def2-TZVPD" orbital_gap_ev=8.572 e_above_lowest_kj_mol=363.4
C -2.84 0.47 -0.06
N 0.60 -0.71 0.96
O -1.79 -0.36 0.05
P -0.18 -0.15 -0.24
I -4.61 -0.63 -0.01
H 1.02 -0.34 1.79
H -0.10 1.11 -1.10
H 0.14 -0.93 -1.26

=====

9
Properties=species:S:1:pos:R:3 method="wB97M-V/def2-TZVPD" charge=-1 orbital_gap_ev=4.866 e_above_lowest_kj_mol=135.6
C 0.86 -0.54 -0.50
O -1.00 2.87 0.36
O 0.23 1.24 1.94
O 0.22 0.74 -0.57
P -0.44 1.54 0.69
I -3.00 -3.30 -0.34
H 1.85 -0.43 0.07
H 1.18 -0.84 -1.51
H 0.10 -1.28 -0.14

=====

7
Properties=species:S:1:pos:R:3 method="wB97M-V/def2-TZVPD" orbital_gap_ev="6.082 / 6.087" e_above_lowest_kj_mol=217.2
C 0.02 0.02 0.87
O 1.40 -0.25 1.14
S -1.27 -0.46 -1.79
I -0.72 1.49 -2.95
H 1.52 -1.09 0.73
H -0.73 -0.76 1.13
H -0.23 1.05 0.87

=====

7
Properties=species:S:1:pos:R:3 method="wB97M-V/def2-TZVPD" orbital_gap_ev=8.117 e_above_lowest_kj_mol=67.2
C 0.14 -0.10 -0.04
O 1.11 0.86 -0.33
S -1.01 -0.76 1.89
I 0.62 -0.01 3.43
H 0.69 1.74 -0.35
H -0.81 0.03 -0.54
H 0.58 -1.08 -0.16